{"formula": "C60H108N6O38P2", "method": "ωB97M-V with the def2-TZVPD basis set", "total_energy_ha": -6221.5324, "elements": ["C", "C", "C", "O", "C", "O", "O", "H", "H", "H", "H", "H", "H", "C", "C", "C", "O", "C", "O", "O", "H", "H", "H", "H", "H", "H", "C", "C", "C", "O", "C", "O", "O", "H", "H", "H", "H", "H", "H", "C", "C", "C", "O", "C", "O", "O", "H", "H", "H", "H", "H", "H", "C", "C", "C", "O", "C", "O", "O", "H", "H", "H", "H", "H", "H", "C", "C", "C", "O", "C", "O", "O", "H", "H", "H", "H", "H", "H", "C", "C", "C", "O", "C", "O", "O", "H", "H", "H", "H", "H", "H", "C", "C", "C", "O", "C", "O", "O", "H", "H", "H", "H", "H", "H", "C", "C", "C", "O", "C", "O", "O", "H", "H", "H", "H", "H", "H", "C", "C", "C", "O", "C", "O", "O", "H", "H", "H", "H", "H", "H", "C", "C", "C", "O", "C", "O", "O", "H", "H", "H", "H", "H", "H", "C", "C", "C", "O", "C", "O", "O", "H", "H", "H", "H", "H", "H", "O", "P", "N", "C", "C", "N", "C", "C", "N", "C", "C", "H", "H", "H", "H", "H", "H", "H", "H", "H", "H", "H", "H", "H", "H", "H", "H", "H", "H", "O", "P", "N", "C", "C", "N", "C", "C", "N", "C", "C", "H", "H", "H", "H", "H", "H", "H", "H", "H", "H", "H", "H", "H", "H", "H", "H", "H", "H"], "xyz": [[3.80592, 0.12450, -8.17274], [2.77162, -0.77536, -7.49685], [3.34850, -2.09500, -6.98222], [3.41130, -1.97995, -5.61747], [2.75200, -0.85157, -5.24769], [2.45319, -0.53409, -4.08967], [2.31890, -0.12177, -6.34993], [4.52078, -0.39448, -8.81129], [4.32035, 0.74764, -7.44120], [3.20495, 0.80958, -8.77072], [1.90098, -0.91128, -8.13842], [4.30556, -2.31796, -7.45386], [2.65446, -2.90168, -7.21812], [-3.63486, -2.53310, 3.42862], [-4.02454, -3.06111, 2.01945], [-4.13049, -4.50170, 1.68259], [-5.29455, -4.48211, 0.85517], [-5.99276, -3.28898, 0.93098], [-6.93168, -2.88280, 0.27027], [-5.30751, -2.59029, 1.78260], [-2.57930, -2.78517, 3.53036], [-4.23640, -3.07684, 4.15704], [-3.84553, -1.47774, 3.60163], [-3.37743, -2.65953, 1.23965], [-4.36774, -5.12864, 2.54210], [-3.24115, -4.94075, 1.23047], [2.45936, -4.02593, 3.37870], [3.94669, -3.76768, 3.33055], [4.49517, -2.38320, 3.80499], [5.28457, -2.62057, 4.93900], [5.28396, -3.99329, 5.21579], [6.01153, -4.50562, 6.10289], [4.46105, -4.61966, 4.38088], [2.29556, -5.10280, 3.33819], [1.94399, -3.69110, 2.47848], [1.97727, -3.64867, 4.28055], [4.48817, -3.94458, 2.40125], [3.66166, -1.81022, 4.21127], [4.92985, -1.80931, 2.98657], [-1.27337, 0.90260, -5.16746], [-1.08464, 2.07188, -6.11174], [0.29784, 2.78775, -6.03578], [0.82283, 2.56753, -7.26510], [0.02858, 1.86548, -8.05348], [0.27172, 1.69916, -9.22960], [-1.06633, 1.48006, -7.38379], [-1.55781, 1.25150, -4.17474], [-0.35346, 0.31904, -5.20361], [-2.11904, 0.27017, -5.43761], [-1.96000, 2.71180, -6.00061], [0.92299, 2.47994, -5.19761], [0.28941, 3.87584, -5.97207], [2.95202, 4.16127, -1.53845], [4.30891, 3.51061, -1.81824], [4.37526, 1.99471, -1.64164], [4.89923, 1.50829, -2.82690], [4.92368, 2.48072, -3.71693], [5.32683, 2.36719, -4.85729], [4.50745, 3.57197, -3.20043], [2.89660, 5.21914, -1.79524], [2.55829, 4.18931, -0.52243], [2.18182, 3.63590, -2.10314], [5.18124, 3.97557, -1.35895], [3.35208, 1.64087, -1.51511], [5.06989, 1.72929, -0.84468], [-4.11408, -0.45413, 6.85192], [-4.10891, 1.06394, 6.62010], [-3.78769, 1.84222, 7.89633], [-2.94252, 2.88363, 7.43948], [-2.42139, 2.53193, 6.21380], [-1.57200, 3.15893, 5.58854], [-2.92917, 1.36965, 5.82276], [-3.65849, -0.97297, 6.00852], [-5.09649, -0.92632, 6.85583], [-3.57100, -0.78356, 7.73772], [-4.99005, 1.45281, 6.10973], [-3.25636, 1.23621, 8.63018], [-4.71556, 2.23981, 8.30754], [2.85077, 7.52531, -5.32465], [1.97128, 7.30235, -4.02571], [0.66075, 8.07612, -4.05367], [-0.30077, 7.08097, -3.84250], [0.20874, 5.87154, -3.83903], [-0.37158, 4.78180, -3.65551], [1.53065, 5.95587, -3.94453], [3.89138, 7.20378, -5.28182], [2.92325, 8.60091, -5.48574], [2.47618, 7.13512, -6.27098], [2.59583, 7.57087, -3.17369], [0.50581, 8.52459, -5.03498], [0.70422, 8.89405, -3.33450], [-4.95014, 1.55027, 2.79533], [-5.15036, 3.02496, 2.27259], [-4.67380, 4.09274, 3.23260], [-4.31205, 5.06948, 2.27161], [-3.98425, 4.47154, 1.11904], [-3.33943, 5.04012, 0.22893], [-4.39836, 3.19754, 1.11478], [-5.64415, 1.37190, 3.61669], [-3.92663, 1.36196, 3.11943], [-5.22733, 0.79850, 2.05633], [-6.20914, 3.20319, 2.08465], [-3.73385, 3.84501, 3.72576], [-5.42000, 4.46834, 3.93278], [-0.97355, -1.88414, 8.85646], [-0.02227, -2.17332, 7.64034], [-0.53605, -1.52661, 6.36243], [0.60246, -0.84603, 5.82875], [1.47037, -0.76786, 6.75847], [2.48688, -0.09208, 6.69347], [1.12997, -1.44696, 7.81165], [-1.87760, -2.47858, 8.72436], [-1.17428, -0.82000, 8.98062], [-0.46793, -2.23433, 9.75636], [0.20743, -3.21972, 7.43936], [-1.40705, -0.89148, 6.52398], [-0.79055, -2.33515, 5.67716], [8.07261, -0.86523, 1.23326], [6.81131, -0.73368, 0.41513], [7.05898, -0.91276, -1.08013], [6.15796, -1.88429, -1.35672], [5.55938, -2.40214, -0.26924], [4.69266, -3.29591, -0.22575], [5.92463, -1.70095, 0.76577], [8.55556, -1.81463, 1.00198], [7.89185, -0.82214, 2.30731], [8.73322, -0.02291, 1.02783], [6.43700, 0.27778, 0.57304], [8.07700, -1.20061, -1.34255], [6.88739, -0.02225, -1.68484], [2.85969, 2.78783, 4.55401], [3.36226, 1.93081, 3.37999], [3.86065, 2.77700, 2.24140], [5.23456, 2.39066, 2.30179], [5.57939, 1.45134, 3.19182], [6.61691, 0.85463, 3.31777], [4.41952, 1.14570, 3.82406], [3.64922, 3.44733, 4.91431], [2.62950, 2.18516, 5.43259], [2.04837, 3.45027, 4.25231], [2.58823, 1.22699, 3.07401], [3.84477, 3.85105, 2.42650], [3.40499, 2.56367, 1.27447], [-7.48808, -0.29761, -1.53956], [-6.78798, 0.89595, -2.20484], [-5.43602, 1.13119, -1.65403], [-4.56812, 0.96901, -2.75877], [-5.25421, 0.78318, -3.87095], [-4.69652, 0.57023, -5.00512], [-6.53448, 0.57730, -3.58629], [-7.65752, -0.21047, -0.46635], [-6.96106, -1.22798, -1.75114], [-8.49159, -0.28847, -1.96499], [-7.31282, 1.84865, -2.13402], [-5.16129, 0.38278, -0.91072], [-5.42793, 2.13250, -1.22344], [-1.25095, -3.63507, -0.38503], [-1.49684, -4.03231, -1.80074], [-2.62794, -2.96296, -2.45439], [-2.18828, -1.72425, -3.15899], [-4.01118, -2.86826, -1.87823], [-2.09927, -5.62799, -1.90205], [-3.08922, -6.05977, -2.87863], [-1.49868, -6.71548, -1.07652], [-0.18818, -4.08816, -2.90073], [-0.34546, -4.65120, -4.21732], [1.21121, -4.07451, -2.41844], [-1.45217, -1.15213, -2.59425], [-2.93503, -0.94453, -3.30899], [-1.69348, -1.94049, -4.10582], [-4.06841, -2.05924, -1.15000], [-4.17561, -3.78635, -1.31416], [-4.77854, -2.74896, -2.64309], [-4.04878, -6.07858, -2.36192], [-3.13477, -5.51039, -3.81896], [-2.88579, -7.09713, -3.14432], [-1.16854, -6.42721, -0.07852], [-2.12779, -7.55077, -0.76895], [-0.59367, -7.02140, -1.60138], [-0.69973, -5.68158, -4.24727], [-1.04545, -3.99175, -4.73039], [0.55662, -4.48313, -4.80563], [1.65452, -5.06263, -2.54172], [1.25181, -3.82598, -1.35792], [1.71516, -3.33836, -3.04471], [1.23241, 2.23132, 0.30932], [0.37882, 1.04312, 0.49504], [-0.08844, 0.59595, 2.12896], [-0.48828, 1.65505, 3.15139], [-0.44291, -0.75295, 2.48369], [1.20549, -0.35770, 0.03964], [1.21239, -0.71651, -1.42410], [2.25728, -0.92637, 0.87339], [-1.10293, 1.01561, -0.42998], [-2.13144, -0.01867, -0.19663], [-1.52785, 2.22435, -1.18152], [-0.63484, 1.27133, 4.16104], [-1.39525, 2.16327, 2.82395], [0.37279, 2.31648, 3.24722], [-0.23816, -0.98005, 3.52991], [-0.03488, -1.42952, 1.73277], [-1.52869, -0.83210, 2.42965], [1.34310, 0.15540, -2.06503], [2.01013, -1.40965, -1.69102], [0.26932, -1.17157, -1.72685], [2.04467, -1.99140, 0.96611], [3.20763, -0.70790, 0.38635], [2.36672, -0.49987, 1.87048], [-2.77612, -0.20245, -1.05612], [-1.67304, -0.95477, 0.12224], [-2.80971, 0.28473, 0.60086], [-0.67700, 2.67887, -1.68901], [-2.01659, 2.98381, -0.57122], [-2.25668, 1.86425, -1.90763]], "atomic_forces_ev_per_a": [[-0.807, 0.486, -0.281], [1.112, 0.103, -1.314], [-0.750, -0.714, -2.360], [-0.115, 1.453, 2.061], [-1.838, 1.438, 2.466], [1.285, -1.055, -3.480], [0.304, -0.995, 2.731], [-0.138, -0.097, 0.043], [0.175, -0.264, 0.141], [0.343, 0.203, -0.276], [0.135, -0.204, -0.114], [0.128, 0.035, 0.384], [0.066, -0.255, -0.072], [-0.006, -1.543, -0.897], [1.574, 1.678, 0.790], [-0.700, -1.052, 1.275], [-1.373, -0.821, -1.835], [0.398, -0.722, -1.810], [1.518, -1.600, 1.427], [-1.523, 3.139, 1.180], [0.047, 0.299, 0.476], [0.120, -0.184, 0.157], [0.261, 0.025, -0.573], [0.278, 0.554, 0.086], [-0.107, -0.049, 0.252], [-0.265, 0.328, -0.637], [-0.202, -0.289, -1.155], [0.912, 0.916, 1.231], [-2.598, 0.361, 0.096], [1.130, -2.110, 0.360], [3.044, 0.189, 2.406], [-3.191, 1.819, -3.368], [0.707, -0.794, 0.250], [0.174, -0.124, 0.232], [-0.007, 0.505, 0.112], [0.191, 0.223, -0.034], [-0.578, -0.810, -0.166], [-0.255, 0.394, -0.365], [0.620, -0.208, 0.400], [0.002, 0.118, 0.470], [-0.378, -0.452, 1.687], [-1.471, 1.304, 1.960], [2.181, -0.641, -1.877], [0.010, 0.157, -1.943], [-0.486, -0.459, 1.391], [0.124, 0.022, -1.822], [0.586, 0.039, 0.263], [0.003, -0.165, 0.497], [0.039, 0.165, -0.498], [0.205, 0.385, -0.365], [0.114, -0.599, -0.209], [-0.748, 0.032, 0.496], [-0.300, 0.292, 0.422], [-0.589, 0.019, 0.772], [-0.818, 0.311, 1.781], [0.626, -1.521, -0.444], [1.639, -1.418, -3.294], [-0.567, -0.124, 1.159], [-0.666, 3.461, -0.838], [0.473, -0.065, -0.551], [0.588, -0.677, 0.305], [0.073, 0.002, -0.176], [-0.207, 0.347, 0.263], [0.105, -0.492, 0.371], [-0.434, -0.228, 0.278], [-0.431, -0.424, -0.757], [1.141, -1.192, 0.731], [-0.706, -0.070, -0.406], [0.487, 0.405, -0.941], [2.214, 1.910, -0.433], [-2.323, -1.339, 1.806], [-0.791, -0.420, -0.414], [0.265, 0.278, -0.183], [-0.269, 0.441, 0.375], [-0.046, 0.329, 0.074], [0.050, -0.121, -0.082], [-0.030, 0.010, 0.014], [0.281, 0.218, 0.269], [-0.187, 0.505, 0.560], [1.452, 0.143, -2.140], [1.192, 0.576, -0.823], [-2.265, 0.686, 0.423], [-0.701, -3.902, 1.414], [1.326, 3.711, -0.895], [1.013, -0.642, -0.066], [-0.145, -0.354, 0.563], [-0.092, 0.240, 0.125], [-0.596, -0.310, 0.338], [-0.144, -0.338, 0.203], [-0.168, -0.042, -0.058], [-0.728, -0.347, 0.356], [-0.591, 0.980, -0.350], [-0.855, -3.100, 2.249], [0.636, -0.268, -0.571], [-0.024, 1.330, -0.116], [2.632, 2.508, -2.657], [-2.194, -1.988, 2.418], [0.420, 0.404, -0.779], [0.082, 0.121, 0.258], [0.038, 0.177, 0.002], [0.100, 0.191, -0.290], [-0.128, -0.079, -0.355], [-0.124, -0.368, 0.443], [0.063, 0.009, -0.219], [1.134, -1.297, -0.727], [-2.235, 0.921, 0.455], [-0.795, -1.424, -0.908], [-2.954, -0.244, -2.199], [5.021, 3.083, 0.755], [-1.535, -1.181, 0.003], [1.732, -0.555, 2.699], [-0.184, 0.202, 0.109], [-0.012, -0.045, -0.312], [-0.110, -0.001, 0.069], [-0.052, -0.139, 0.562], [0.362, 0.390, -0.194], [-0.285, 0.321, -0.340], [0.256, -0.028, 0.401], [3.059, 2.940, 0.254], [1.280, 1.512, 0.550], [-2.127, -3.123, -1.956], [-3.271, -2.215, -0.983], [2.944, 2.459, -0.491], [-1.284, -0.931, 1.928], [0.207, 0.025, -0.073], [-0.251, -0.065, -0.133], [0.148, -0.116, -0.218], [-0.627, -0.118, 0.334], [0.117, -0.461, 0.270], [-0.478, 0.063, 0.094], [0.426, -0.032, 0.090], [-2.620, 0.738, 1.429], [0.880, -0.330, 0.397], [2.713, 0.889, -1.922], [-1.766, -1.048, -0.269], [-0.895, 1.333, -0.135], [1.680, -1.127, 0.850], [0.349, 0.101, -0.282], [-0.449, -0.179, -0.265], [-0.228, -0.257, 0.046], [-0.209, 0.173, -0.108], [-0.261, -0.050, 0.102], [0.198, -0.192, 0.003], [-0.856, 0.940, -0.775], [-0.762, -0.971, 0.474], [0.745, 0.027, 0.964], [1.271, 1.072, 0.238], [2.438, -2.555, -4.890], [-2.668, 1.388, 4.875], [-0.740, 0.582, -0.529], [0.465, 0.252, 0.038], [-0.074, 0.102, -0.006], [-0.072, -0.621, -0.108], [-0.634, -0.340, -0.328], [0.113, 0.126, 0.123], [0.827, -0.016, -0.035], [0.887, -0.556, -0.366], [-0.276, -0.433, -0.457], [-0.911, 0.305, -0.926], [1.024, -0.186, 0.310], [1.605, -0.753, 0.154], [-0.374, 0.617, 0.756], [-0.178, -0.677, 0.630], [0.651, 1.044, -0.045], [-0.054, 0.574, 2.052], [-0.691, 1.225, -0.383], [-0.874, 0.096, -0.181], [0.255, -0.282, 0.270], [-0.726, -0.743, -0.151], [-0.284, -0.121, -0.124], [-0.047, 0.288, -0.015], [-0.296, -0.063, -0.141], [0.157, -0.015, -0.101], [-0.480, 0.118, -0.474], [0.087, 0.377, 0.334], [0.143, -0.100, -0.121], [0.122, 0.981, -0.144], [-0.548, -0.023, -1.040], [-0.025, -0.708, 0.087], [0.219, -0.141, -0.004], [-0.547, -0.398, -0.321], [0.285, -0.456, 0.276], [0.152, -0.051, -0.080], [0.019, 0.234, -0.150], [0.519, -0.043, 0.326], [-0.691, 0.766, 0.461], [-1.627, -2.904, 0.453], [1.008, 1.967, 0.026], [1.021, -0.862, -1.530], [-1.075, 0.234, -0.490], [-1.247, 0.532, -0.541], [-0.146, 0.386, 0.732], [0.024, 0.206, -0.682], [1.530, 0.377, 0.344], [0.593, 0.676, 0.660], [0.100, -0.805, 0.275], [-0.070, -0.547, -0.320], [0.029, 0.276, 0.122], [-0.416, 0.457, -0.154], [0.779, -0.098, -0.152], [0.059, -0.300, 0.499], [-0.456, -0.365, -0.128], [0.087, 0.134, 0.166], [0.090, 0.098, 0.465], [0.027, -0.126, 0.247], [0.579, -0.157, 0.023], [0.318, -0.541, -0.049], [-0.595, 0.153, -0.018], [0.439, 0.185, -0.312], [0.078, -0.087, -0.265], [-0.216, 0.139, 0.365], [-0.085, -0.048, -0.010], [0.021, 0.009, 0.163], [0.069, 0.218, -0.251]], "lowdin_charge": [0.001, -0.329, -0.130, 0.087, -0.433, 0.103, 0.061, 0.084, 0.093, 0.080, 0.154, 0.135, 0.132, 0.003, -0.329, -0.087, 0.040, -0.532, 0.133, 0.083, 0.079, 0.085, 0.067, 0.134, 0.134, 0.129, -0.010, -0.254, -0.107, 0.057, -0.468, 0.085, 0.068, 0.088, 0.068, 0.082, 0.141, 0.119, 0.114, -0.018, -0.278, -0.112, 0.076, -0.563, 0.124, 0.096, 0.078, 0.085, 0.072, 0.157, 0.137, 0.118, -0.004, -0.275, -0.100, 0.087, -0.620, 0.128, 0.117, 0.072, 0.067, 0.089, 0.157, 0.126, 0.125, -0.010, -0.260, -0.098, 0.067, -0.523, 0.128, 0.050, 0.060, 0.090, 0.068, 0.147, 0.130, 0.141, -0.009, -0.276, -0.097, 0.105, -0.536, 0.098, 0.073, 0.077, 0.075, 0.086, 0.146, 0.133, 0.139, 0.002, -0.321, -0.079, 0.072, -0.525, 0.122, 0.082, 0.076, 0.068, 0.070, 0.156, 0.131, 0.145, 0.002, -0.301, -0.077, 0.099, -0.632, 0.140, 0.120, 0.080, 0.082, 0.085, 0.160, 0.108, 0.130, -0.014, -0.356, -0.120, 0.098, -0.517, 0.098, 0.103, 0.095, 0.072, 0.099, 0.137, 0.137, 0.129, -0.006, -0.337, -0.067, 0.050, -0.519, 0.146, 0.080, 0.091, 0.072, 0.081, 0.123, 0.138, 0.099, -0.007, -0.299, -0.111, 0.054, -0.506, 0.068, 0.108, 0.086, 0.079, 0.088, 0.155, 0.123, 0.135, -0.311, 0.580, -0.251, -0.097, -0.070, -0.306, -0.134, -0.098, -0.300, -0.118, -0.088, 0.045, 0.065, 0.069, 0.062, 0.060, 0.093, 0.074, 0.076, 0.077, 0.064, 0.080, 0.076, 0.076, 0.069, 0.085, 0.082, 0.068, 0.072, -0.282, 0.632, -0.271, -0.056, -0.134, -0.285, -0.076, -0.100, -0.257, -0.109, -0.069, 0.059, 0.068, 0.056, 0.065, 0.068, 0.049, 0.061, 0.068, 0.045, 0.072, 0.078, 0.067, 0.045, 0.057, 0.068, 0.068, 0.060, 0.062]}